{"formula": "C47H48N5O5S3Sn", "method": "the ωB97M-V functional and the def2-TZVPD basis", "multiplicity": 1, "energy_ev": -105538.710, "e_lumo_ev": -2.483, "total_charge": 1, "relative_energy_kcal_mol": 1.0, "orbital_gap_ev": 7.3, "species": ["Sn", "O", "C", "C", "C", "C", "C", "C", "C", "O", "N", "N", "C", "C", "C", "C", "C", "C", "N", "H", "H", "H", "H", "H", "H", "H", "H", "H", "H", "O", "S", "C", "C", "C", "C", "C", "C", "C", "C", "C", "C", "C", "C", "H", "H", "H", "H", "H", "H", "H", "H", "H", "H", "C", "C", "O", "C", "C", "H", "H", "H", "H", "H", "H", "H", "H", "H", "H", "O", "S", "C", "C", "C", "C", "C", "C", "C", "C", "C", "C", "C", "C", "H", "H", "H", "H", "H", "H", "H", "H", "H", "H", "C", "C", "C", "C", "N", "C", "S", "N", "C", "H", "H", "H", "H", "H", "H", "H", "H"], "coordinates": [[0.1287, -0.1558, 0.0567], [4.3991, -1.3067, -1.9211], [3.9643, -2.4291, -2.5268], [4.8134, -3.0460, -3.4451], [4.4126, -4.1858, -4.1104], [3.1498, -4.7304, -3.8826], [2.3126, -4.1416, -2.9587], [2.7029, -2.9936, -2.2617], [1.8092, -2.4001, -1.2493], [2.0462, -1.2078, -0.8193], [0.8335, -3.1707, -0.7988], [0.0585, -2.5290, 0.0909], [-0.7358, -3.1828, 0.8453], [-1.5298, -2.4341, 1.8115], [-2.2643, -3.0728, 2.8068], [-2.9496, -2.3015, 3.7298], [-2.9050, -0.9192, 3.6178], [-2.1602, -0.3655, 2.5874], [-1.4805, -1.0987, 1.7186], [3.6602, -0.9819, -1.3682], [5.7868, -2.6037, -3.6140], [5.0828, -4.6586, -4.8169], [2.8353, -5.6182, -4.4151], [1.3358, -4.5547, -2.7485], [-0.8026, -4.2656, 0.7869], [-2.2845, -4.1536, 2.8511], [-3.5083, -2.7718, 4.5278], [-3.4331, -0.2792, 4.3105], [-2.1076, 0.7102, 2.4522], [-0.3554, -0.4330, -2.3964], [-0.3045, 0.6981, -3.3831], [-1.6583, 0.3790, -4.5361], [-2.4927, -0.6972, -4.3002], [-3.5158, -0.9633, -5.2001], [-3.6917, -0.1548, -6.3136], [-2.8606, 0.9383, -6.5246], [-1.8400, 1.2138, -5.6288], [1.0173, 0.2908, -4.5332], [1.6452, 1.3170, -5.2227], [2.6515, 1.0022, -6.1229], [3.0231, -0.3232, -6.3064], [2.4011, -1.3372, -5.5899], [1.3887, -1.0306, -4.6950], [-2.3336, -1.3123, -3.4250], [-4.1708, -1.8080, -5.0311], [-4.4723, -0.3798, -7.0287], [-3.0007, 1.5707, -7.3912], [-1.1832, 2.0613, -5.7852], [1.3561, 2.3474, -5.0475], [3.1557, 1.7905, -6.6659], [3.8057, -0.5688, -7.0123], [2.7140, -2.3650, -5.7159], [0.8961, -1.7997, -4.1141], [3.3702, 1.7238, -2.2118], [3.1142, 1.9963, -0.7385], [1.7408, 2.2900, -0.4592], [1.3560, 3.6166, -0.8046], [-0.1557, 3.7278, -0.8093], [4.4266, 1.5095, -2.3730], [3.0944, 2.5712, -2.8405], [2.7921, 0.8527, -2.5231], [3.7434, 2.8100, -0.3598], [3.3352, 1.0946, -0.1655], [1.7490, 3.8752, -1.7918], [1.7955, 4.3120, -0.0762], [-0.5820, 3.0231, -1.5209], [-0.4470, 4.7389, -1.0963], [-0.5631, 3.5029, 0.1763], [1.1078, 0.5240, 2.3425], [0.8655, 1.9987, 2.5239], [0.1439, 2.1465, 4.1640], [-0.8475, 3.0977, 4.3512], [-1.4518, 3.2124, 5.5955], [-1.0634, 2.3714, 6.6283], [-0.0749, 1.4156, 6.4232], [0.5325, 1.2942, 5.1841], [2.4793, 2.6961, 2.8945], [2.5945, 4.0512, 3.1691], [3.8532, 4.5917, 3.3755], [4.9795, 3.7822, 3.2909], [4.8495, 2.4287, 3.0148], [3.5916, 1.8790, 2.8114], [-1.1403, 3.7383, 3.5265], [-2.2268, 3.9504, 5.7561], [-1.5319, 2.4554, 7.6001], [0.2225, 0.7643, 7.2345], [1.2920, 0.5442, 4.9999], [1.7098, 4.6756, 3.2299], [3.9567, 5.6458, 3.5958], [5.9627, 4.2093, 3.4374], [5.7279, 1.8007, 2.9477], [3.4634, 0.8271, 2.5888], [-6.8774, 3.6268, -1.8394], [-6.0276, 3.0302, -0.7699], [-6.1906, 3.2524, 0.5671], [-5.2826, 2.6387, 1.4592], [-4.2689, 1.9042, 1.0460], [-4.0912, 1.6853, -0.2694], [-2.8424, 0.7936, -0.9224], [-5.0083, 2.2316, -1.1517], [-5.4326, 2.8215, 2.9342], [-7.7086, 4.1770, -1.4081], [-7.2695, 2.8543, -2.5027], [-6.2804, 4.3130, -2.4431], [-6.9909, 3.8804, 0.9274], [-4.8607, 2.0099, -2.1270], [-6.4151, 3.2106, 3.1918], [-4.6727, 3.5190, 3.2924], [-5.2646, 1.8711, 3.4381]], "mulliken_charge": [2.06, -0.72, 0.66, -0.55, -0.41, -0.87, -0.37, -0.23, 1.12, -0.90, -1.35, 0.93, -0.98, 0.92, -0.96, -0.45, -1.30, -0.26, 0.54, 0.10, 0.46, 0.41, 0.40, 0.46, 0.41, 0.51, 0.43, 0.52, 0.82, -0.53, 0.36, 0.71, -0.23, -0.77, -0.55, -0.69, -0.49, 0.27, -0.07, -0.86, -0.68, -0.68, -0.59, 0.27, 0.46, 0.40, 0.43, 0.36, 0.50, 0.44, 0.43, 0.49, 0.64, -0.96, -0.33, 0.47, -0.63, -0.52, 0.46, 0.50, -0.17, 0.35, 0.20, 0.46, 0.22, -0.13, 0.53, -0.03, -0.99, 1.02, 0.00, 0.05, -0.78, -0.45, -0.82, -0.41, 0.60, -0.63, -0.72, -0.50, -0.76, -0.47, 0.47, 0.45, 0.43, 0.43, 0.44, 0.44, 0.42, 0.42, 0.43, 0.47, -1.43, 0.74, -0.98, 1.01, -0.01, -0.69, -0.05, 0.03, -1.15, 0.36, 0.38, 0.34, 0.39, 0.21, 0.41, 0.22, 0.23]}

***

{"formula": "C47H49AsGeI2N4O6PdS", "method": "the ωB97M-V functional and the def2-TZVPD basis", "multiplicity": 2, "energy_ev": -215624.671, "e_lumo_ev": [-8.899, -9.308], "total_charge": 3, "relative_energy_kcal_mol": 0.0, "orbital_gap_ev": [7.1, 6.7], "species": ["Pd", "N", "C", "O", "C", "C", "H", "H", "H", "H", "H", "H", "I", "I", "C", "C", "S", "O", "O", "C", "C", "N", "C", "N", "C", "C", "N", "O", "O", "C", "H", "H", "H", "H", "H", "H", "H", "H", "H", "H", "H", "H", "H", "C", "C", "C", "C", "C", "C", "Ge", "C", "C", "C", "C", "C", "C", "C", "C", "C", "C", "C", "C", "H", "H", "H", "H", "H", "H", "H", "H", "H", "H", "H", "H", "H", "H", "H", "O", "As", "C", "C", "C", "C", "C", "C", "C", "C", "C", "C", "C", "C", "C", "C", "C", "C", "C", "C", "H", "H", "H", "H", "H", "H", "H", "H", "H", "H", "H", "H", "H", "H", "H"], "coordinates": [[0.3342, -0.2972, 0.2851], [-2.3116, 1.0942, 3.2970], [-1.5842, 0.4997, 2.3602], [-0.5745, 1.0462, 1.8728], [-1.9676, -0.8830, 1.9194], [-1.5014, -1.1800, 0.5184], [-2.0085, 1.9790, 3.6753], [-3.0882, 0.6267, 3.7359], [-3.0521, -1.0328, 1.9644], [-1.5362, -1.5944, 2.6294], [-2.0636, -0.6903, -0.2674], [-1.3198, -2.2343, 0.3275], [1.1989, -1.4267, -2.1411], [3.5446, -2.6889, -2.1469], [-2.6406, -4.5503, 6.6800], [-2.5173, -4.7342, 5.1745], [-1.2646, -3.7321, 4.4365], [-1.3619, -2.3694, 4.9238], [-1.3131, -3.8965, 2.9936], [0.2787, -4.4217, 5.0030], [1.4719, -3.5240, 4.6747], [1.4949, -3.0826, 3.2663], [1.1917, -1.8333, 2.8581], [1.0711, -1.8054, 1.5269], [1.3043, -3.0749, 1.0682], [1.5928, -3.8548, 2.1281], [1.9562, -5.2500, 2.0748], [2.0149, -5.7342, 0.9695], [2.1941, -5.8120, 3.1259], [1.0989, -0.6717, 3.7781], [-3.4894, -5.1300, 7.0375], [-2.8058, -3.5058, 6.9356], [-1.7585, -4.9084, 7.2098], [-3.4206, -4.4325, 4.6380], [-2.2911, -5.7595, 4.8740], [0.3660, -5.4006, 4.5366], [0.2251, -4.5491, 6.0847], [2.3898, -4.0613, 4.8953], [1.4396, -2.6250, 5.2825], [1.2608, -3.3748, 0.0353], [1.9898, -0.6324, 4.4048], [0.2235, -0.7519, 4.4229], [1.0501, 0.2491, 3.2064], [0.4720, 6.3964, -0.6781], [1.5505, 6.0459, -1.4779], [2.0140, 4.7375, -1.4717], [1.3986, 3.7868, -0.6464], [0.3265, 4.1485, 0.1726], [-0.1414, 5.4503, 0.1392], [2.2618, 2.1137, -0.6301], [3.2719, 1.5147, -2.1097], [2.7568, 1.5443, -3.4141], [3.5740, 1.2135, -4.4797], [4.9165, 0.9146, -4.2638], [5.4431, 0.9203, -2.9812], [4.6208, 1.1920, -1.8974], [2.7842, 1.3067, 0.9964], [3.5220, 0.1113, 1.0095], [4.2624, -0.2277, 2.1281], [4.2996, 0.6347, 3.2199], [3.5531, 1.8067, 3.2292], [2.7828, 2.1411, 2.1278], [0.1103, 7.4164, -0.6829], [2.0275, 6.7859, -2.1065], [2.8450, 4.4635, -2.1130], [-0.1495, 3.4096, 0.8055], [-0.9865, 5.7345, 0.7532], [1.7196, 1.7961, -3.5917], [3.1756, 1.2152, -5.4857], [5.5548, 0.6866, -5.1074], [6.4891, 0.6944, -2.8217], [5.0411, 1.1928, -0.8995], [3.5317, -0.5380, 0.1406], [4.8466, -1.1391, 2.1362], [4.9222, 0.3912, 4.0718], [3.5916, 2.4683, 4.0842], [2.2255, 3.0704, 2.1223], [-0.4396, 1.1534, -0.9530], [-1.6087, 1.7201, -2.0624], [-2.9509, 0.4104, -2.4220], [-2.6374, -0.9069, -2.7508], [-3.6441, -1.8054, -3.0638], [-4.9689, -1.3840, -3.0626], [-5.2839, -0.0697, -2.7502], [-4.2787, 0.8328, -2.4287], [-0.8055, 2.2604, -3.6902], [-0.2210, 3.5242, -3.7748], [0.3527, 3.9255, -4.9704], [0.3452, 3.0699, -6.0666], [-0.2425, 1.8141, -5.9790], [-0.8300, 1.4050, -4.7896], [-2.4873, 3.2032, -1.2603], [-2.8618, 4.3141, -2.0087], [-3.5717, 5.3405, -1.3974], [-3.9129, 5.2476, -0.0564], [-3.5542, 4.1247, 0.6830], [-2.8424, 3.1008, 0.0819], [-1.6077, -1.2453, -2.7763], [-3.3979, -2.8278, -3.3181], [-5.7559, -2.0828, -3.3128], [-6.3143, 0.2589, -2.7595], [-4.5385, 1.8545, -2.1820], [-0.2202, 4.1919, -2.9222], [0.7974, 4.9086, -5.0521], [0.7871, 3.3909, -7.0009], [-0.2620, 1.1620, -6.8419], [-1.3180, 0.4394, -4.7320], [-2.6183, 4.3867, -3.0604], [-3.8664, 6.2068, -1.9743], [-4.4737, 6.0450, 0.4131], [-3.8411, 4.0501, 1.7239], [-2.5640, 2.2243, 0.6533]], "mulliken_charge": [-0.27, -0.17, 0.24, -0.45, 0.11, -0.74, 0.32, 0.22, 1.17, -1.21, 0.00, 0.91, 0.54, -0.10, -1.07, -0.63, 1.22, -0.73, -0.70, -0.88, -1.03, 0.39, 0.51, 1.88, -0.94, -1.42, 1.08, -0.60, -0.62, -1.44, 0.40, 0.33, 0.31, 0.41, 0.42, 0.55, 0.59, 0.42, 0.49, 0.75, 0.66, 0.30, -0.32, -0.95, -0.79, -0.79, 0.96, 0.32, -0.84, -0.46, 0.59, 0.03, -0.64, -0.73, -0.82, -0.40, 1.63, -0.02, -0.91, -0.80, -0.77, -1.14, 0.44, 0.50, 0.52, 0.43, 0.60, 0.64, 0.52, 0.45, 0.46, 0.50, 0.34, 0.56, 0.48, 0.48, 0.44, 2.52, 0.81, 0.29, 0.39, -1.01, -0.71, -0.90, -0.92, 0.29, 0.43, -1.22, -0.91, -0.93, -0.44, 0.29, -0.72, -0.80, -0.73, -0.63, -0.34, 0.19, 0.48, 0.45, 0.46, 0.50, 0.38, 0.52, 0.46, 0.51, 0.42, 0.56, 0.51, 0.43, 0.43, 0.20]}

***

Which of these has the highest multiplicity?
C47H49AsGeI2N4O6PdS

***

The highest multiplicity belongs to which entry?
C47H49AsGeI2N4O6PdS

***

Look up the multiplicity of the first one.
1

***

Which of these has the lowest multiplicity?
C47H48N5O5S3Sn